{
  "formula": "C10H11Cl3GeO2PdS4Sb",
  "method": "the ωB97M-V functional and the def2-TZVPD basis",
  "symbols": ["H", "C", "H", "H", "Cl", "H", "C", "C", "H", "Cl", "H", "H", "C", "S", "C", "H", "S", "O", "H", "S", "C", "O", "H", "Cl", "C", "C", "C", "C", "S", "H", "Pd", "Sb", "Ge"],
  "coordinates": [[-1.283, 5.544, 0.356], [-0.104, 3.738, 0.254], [0.231, 3.348, 2.338], [-0.395, 3.760, -1.875], [0.451, -4.980, 3.234], [0.437, 1.247, 3.335], [-0.238, 5.226, 0.420], [0.467, 0.655, 2.419], [1.440, 0.168, 2.335], [-2.061, -2.672, 2.918], [-1.269, 0.618, -2.602], [-0.265, 1.902, -3.301], [-0.315, 1.141, -2.521], [2.072, -4.506, -0.267], [-0.152, 1.764, -1.161], [-0.276, -0.142, 2.499], [1.139, -7.413, -1.964], [-1.017, -1.097, -0.350], [0.455, 0.391, -2.709], [-1.119, -4.360, -2.073], [-0.229, 3.142, -0.997], [1.192, -1.152, -0.168], [0.307, 5.774, -0.353], [-2.437, -5.793, 1.611], [0.214, 1.530, 1.219], [0.067, 0.960, -0.041], [0.096, -0.538, -0.202], [0.122, 2.913, 1.347], [2.172, -4.126, -4.007], [0.142, 5.556, 1.388], [0.106, -3.214, -0.339], [0.996, -5.205, -2.422], [-0.944, -4.178, 1.679]],
  "homo_ev": [-2.404, -2.511],
  "total_charge": -2,
  "de_lowest_kcal_mol": 5.30,
  "multiplicity": 4,
  "e_lumo_ev": [4.106, 3.081]
}

{
  "formula": "C15H40AuIOP2Si2",
  "method": "the ωB97M-V functional and the def2-TZVPD basis",
  "symbols": ["H", "C", "H", "Si", "C", "H", "C", "H", "H", "H", "C", "C", "C", "H", "Au", "C", "H", "H", "H", "H", "H", "H", "H", "O", "C", "H", "H", "I", "H", "H", "C", "H", "H", "H", "C", "H", "C", "H", "C", "P", "C", "H", "H", "H", "H", "H", "P", "H", "H", "H", "H", "H", "C", "H", "H", "H", "H", "C", "H", "H", "Si", "H"],
  "coordinates": [[-0.673, 0.758, -3.275], [0.414, -0.916, -0.546], [-0.662, 3.570, 0.569], [1.715, -2.129, 0.078], [-2.415, -0.520, 3.784], [4.559, 2.235, 1.038], [3.137, -1.652, 1.241], [3.736, -2.564, 1.366], [3.527, -0.177, -2.534], [-2.410, 0.562, 3.931], [-0.758, -1.385, -0.900], [0.800, -3.423, 1.086], [-2.525, -2.627, 1.877], [-2.846, -2.986, 0.894], [-2.171, 0.564, 0.371], [-2.281, 3.014, -2.073], [-5.179, 0.062, 2.293], [-2.992, -3.242, 2.657], [0.075, 2.366, -3.345], [-2.988, 3.410, -1.338], [-4.195, -0.741, -0.735], [2.874, 2.707, 1.420], [1.145, -3.098, -2.052], [-1.575, -2.020, -1.489], [-4.779, -0.953, 2.214], [0.042, 4.174, -0.969], [2.657, 2.471, -2.837], [0.200, 0.659, 2.134], [2.740, -3.698, -1.500], [0.528, -3.035, 2.086], [-3.881, 0.297, -0.844], [-0.122, -3.720, 0.544], [2.561, -2.086, -2.262], [4.993, 0.421, -1.730], [-0.080, 1.486, -2.694], [-3.603, 0.499, -1.881], [-0.090, 3.289, -0.327], [3.825, -0.863, 0.912], [2.106, -2.821, -1.598], [-1.031, 1.998, -1.222], [3.519, 1.878, 1.087], [-1.775, 3.839, -2.591], [-3.062, -0.987, 4.537], [4.011, 3.139, -1.883], [-5.198, -1.427, 1.320], [-4.681, 0.969, -0.527], [-2.969, -0.880, 2.087], [0.615, 0.162, -0.728], [2.327, 3.607, -1.500], [0.896, 1.044, -2.478], [4.095, -0.955, -1.053], [1.461, -4.298, 1.200], [3.993, 0.008, -1.557], [-1.443, -2.749, 1.943], [-5.068, -1.528, 3.103], [2.768, -1.347, 2.233], [0.889, 2.920, 0.009], [2.973, 2.791, -1.837], [-2.809, 2.389, -2.803], [3.439, 1.079, 1.836], [3.027, 1.337, -0.655], [-1.387, -0.873, 3.912]],
  "homo_ev": [-11.785, -14.940],
  "total_charge": 2,
  "de_lowest_kcal_mol": 0.00,
  "multiplicity": 3,
  "e_lumo_ev": [-8.683, -9.146]
}

{
  "formula": "C16H54AsF6N18O10",
  "method": "the ωB97M-V functional and the def2-TZVPD basis",
  "symbols": ["H", "H", "C", "N", "C", "H", "F", "F", "C", "H", "H", "H", "H", "C", "H", "N", "N", "H", "H", "O", "N", "H", "C", "H", "H", "H", "N", "H", "H", "N", "H", "H", "H", "H", "C", "H", "H", "H", "N", "H", "O", "H", "H", "H", "N", "H", "F", "H", "H", "O", "F", "C", "O", "H", "N", "N", "H", "H", "N", "H", "H", "N", "O", "C", "H", "H", "H", "F", "N", "H", "O", "H", "H", "N", "F", "H", "C", "H", "C", "N", "C", "H", "H", "C", "H", "H", "O", "C", "H", "C", "H", "C", "As", "H", "O", "H", "N", "N", "H", "H", "O", "C", "O", "H", "N"],
  "coordinates": [[23.996, -20.328, 23.682], [19.922, -23.016, 23.246], [25.182, -18.368, 14.284], [20.498, -17.495, 14.218], [25.124, -19.875, 22.030], [21.256, -14.279, 20.732], [21.145, -20.102, 18.206], [20.982, -16.681, 19.165], [20.375, -22.470, 14.500], [17.365, -16.906, 17.220], [22.453, -21.734, 15.165], [19.771, -22.374, 11.830], [21.229, -20.595, 14.657], [26.660, -18.791, 16.061], [19.932, -16.770, 14.672], [21.855, -15.089, 17.309], [26.508, -17.024, 17.873], [21.268, -17.926, 14.700], [24.541, -19.172, 14.659], [15.827, -20.458, 15.700], [23.127, -16.878, 22.277], [25.994, -17.511, 18.603], [23.091, -14.562, 17.428], [19.903, -24.547, 14.309], [17.137, -15.006, 14.420], [19.047, -16.770, 17.361], [17.130, -19.390, 14.099], [18.949, -23.995, 11.792], [27.514, -19.572, 18.687], [23.745, -15.005, 18.552], [28.911, -19.474, 17.725], [19.620, -21.928, 13.921], [18.498, -16.721, 12.621], [25.933, -19.516, 16.443], [21.640, -21.590, 14.455], [18.994, -23.125, 15.773], [20.235, -23.566, 10.729], [25.798, -18.734, 13.456], [17.114, -15.217, 15.403], [28.150, -17.315, 16.638], [23.521, -13.649, 16.723], [19.614, -15.536, 20.539], [19.445, -21.570, 16.038], [23.622, -21.297, 21.705], [20.975, -13.632, 20.000], [21.176, -14.705, 16.676], [22.908, -18.340, 18.951], [22.017, -21.450, 13.440], [18.053, -19.141, 13.782], [20.938, -21.440, 21.535], [21.028, -18.918, 20.328], [19.749, -13.833, 19.456], [26.045, -17.820, 15.257], [24.001, -16.620, 22.711], [17.849, -19.510, 16.193], [22.493, -15.578, 24.027], [18.803, -18.133, 11.655], [23.404, -15.664, 19.223], [18.176, -16.329, 17.072], [18.502, -15.293, 19.210], [21.871, -14.871, 24.385], [24.771, -19.796, 23.344], [19.345, -13.084, 18.549], [20.654, -21.207, 22.698], [21.663, -15.869, 17.945], [17.837, -19.827, 17.149], [24.254, -20.575, 20.313], [19.436, -18.340, 18.426], [20.526, -19.905, 23.090], [21.660, -24.176, 14.427], [19.346, -15.297, 15.350], [23.179, -16.051, 24.578], [16.201, -15.369, 15.790], [20.146, -22.101, 23.596], [21.429, -17.949, 17.032], [20.160, -19.766, 24.010], [22.266, -15.916, 22.741], [20.260, -21.994, 24.586], [18.303, -15.670, 15.891], [19.118, -17.454, 12.327], [16.818, -19.834, 15.355], [24.622, -14.543, 18.723], [24.479, -17.648, 13.866], [20.120, -18.041, 13.067], [20.681, -19.244, 22.340], [28.577, -18.267, 18.956], [20.492, -19.157, 12.661], [19.908, -23.458, 11.770], [16.446, -19.671, 13.413], [27.410, -17.936, 17.140], [23.094, -17.078, 21.286], [28.124, -18.842, 18.147], [21.158, -18.405, 18.679], [18.467, -18.743, 15.998], [26.002, -19.205, 21.477], [27.396, -19.313, 15.430], [24.255, -20.620, 21.319], [19.108, -14.921, 19.927], [25.309, -19.163, 23.908], [25.796, -16.803, 17.179], [21.318, -15.505, 22.054], [20.714, -23.881, 13.977], [20.862, -24.043, 12.584], [21.584, -12.920, 19.647], [19.793, -22.500, 15.842]],
  "homo_ev": -6.332,
  "total_charge": -1,
  "e_lumo_ev": 1.765
}

Number 1: maximum force 0.90 eV Å⁻¹, energy -5956.801595 Eh. Number 2: maximum force 4.94 eV Å⁻¹, energy -2365.205555 Eh. Number 3: maximum force 2.87 eV Å⁻¹, energy -5215.513709 Eh.